1.
{
  "formula": "C3HCl3F6Si",
  "method": "the ωB97M-V functional and the def2-TZVPD basis",
  "symbols": ["C", "C", "C", "F", "F", "F", "F", "F", "F", "Si", "Cl", "Cl", "Cl", "H"],
  "positions_angstrom": [[0.6276, -1.3708, -0.5316], [0.7939, -0.2119, -1.2142], [1.5427, 1.0768, -0.7976], [1.1644, -1.8100, 0.5143], [-0.3714, 0.0678, 1.8437], [0.0828, -0.0390, -2.2898], [2.8918, 0.7565, -0.7602], [1.4035, 2.0446, -1.6997], [1.2465, 1.5943, 0.3488], [-1.9849, 0.0171, 1.5308], [-3.0208, 0.6998, 3.1113], [-2.2020, -1.8966, 0.9942], [-2.1776, 1.2029, -0.0741], [0.0036, -2.1316, -0.9758]],
  "e_lumo_ha": 0.009,
  "homo_ev": -10.010,
  "orbital_gap_ha": 0.3767
}

2.
{
  "formula": "C46H40AsHgN8O2S2Te",
  "method": "the ωB97M-V functional and the def2-TZVPD basis",
  "symbols": ["Hg", "N", "C", "N", "C", "N", "N", "C", "C", "C", "C", "C", "C", "N", "C", "C", "C", "C", "C", "C", "H", "H", "H", "H", "H", "H", "H", "H", "H", "H", "H", "C", "Te", "C", "C", "C", "C", "C", "C", "C", "H", "H", "H", "H", "H", "H", "H", "H", "S", "C", "C", "C", "C", "N", "N", "C", "N", "S", "H", "H", "H", "H", "H", "H", "H", "C", "C", "C", "C", "C", "C", "As", "C", "C", "C", "C", "C", "C", "C", "C", "C", "C", "C", "C", "H", "H", "H", "H", "H", "H", "H", "H", "H", "H", "H", "H", "H", "O", "C", "O", "H"],
  "positions_angstrom": [[1.7383, -1.0550, 0.5500], [1.1481, 0.0650, -5.2017], [1.2808, 0.2978, -3.8636], [0.3408, 0.5462, -3.0469], [-0.9026, 0.7364, -3.5480], [-1.9684, 0.8387, -2.7524], [-1.5813, 0.7383, -1.5362], [-2.4320, 0.9437, -0.5648], [-2.1054, 1.0662, 0.8507], [-3.0992, 1.7789, 1.6142], [-2.9739, 1.8344, 2.9813], [-1.8783, 1.1495, 3.5623], [-0.9056, 0.5959, 2.7317], [-0.9960, 0.5927, 1.4065], [-1.1326, 0.7518, -4.9969], [-2.3956, 0.9316, -5.6314], [-2.5030, 0.8995, -7.0007], [-1.4214, 0.6516, -7.8307], [-0.1835, 0.3624, -7.2424], [-0.0428, 0.3813, -5.8682], [1.9714, -0.3021, -5.6930], [2.2804, 0.1143, -3.4494], [-3.4841, 1.0893, -0.7668], [-3.9379, 2.1647, 1.0806], [-3.6616, 2.4194, 3.5666], [-1.7240, 1.1436, 4.6399], [-0.0444, 0.0700, 3.1231], [-3.2015, 1.2131, -4.9952], [-3.4490, 1.0423, -7.4878], [-1.4887, 0.6648, -8.8985], [0.5851, 0.0511, -7.9459], [4.8926, 3.1674, -1.8063], [3.9275, 1.3403, -0.7271], [2.6795, 2.9382, 0.1415], [3.0370, 4.2550, -0.4570], [2.5156, 5.4811, 0.0379], [2.8012, 6.7210, -0.5403], [3.7787, 6.7347, -1.5791], [4.3761, 5.5566, -1.9630], [4.0214, 4.3050, -1.4325], [4.9167, 3.0361, -2.9140], [5.9451, 3.2578, -1.5578], [2.8054, 2.8798, 1.1997], [1.6385, 2.6170, -0.1243], [1.8267, 5.4212, 0.8510], [2.3262, 7.6261, -0.1141], [4.0878, 7.6524, -2.0682], [5.1529, 5.5941, -2.7495], [2.6621, -3.7974, -1.1869], [1.6178, -3.1509, 0.0103], [-0.6754, 5.7876, 5.1746], [0.4618, 5.7418, 4.1598], [1.1859, 4.4153, 4.2293], [1.8756, 4.0051, 3.2270], [2.4723, 2.8024, 3.4196], [2.3405, 2.3882, 4.6806], [2.8455, 1.2318, 5.1457], [1.4302, 3.4950, 5.6476], [-1.2045, 6.7693, 5.1518], [-0.3127, 5.6329, 6.1881], [-1.4405, 4.9839, 5.0317], [1.2147, 6.5389, 4.3915], [0.1295, 5.9089, 3.1203], [3.1409, 0.4802, 4.5025], [2.5955, 1.0378, 6.0859], [-0.3333, -8.5680, 1.2686], [-0.7829, -8.0790, 0.0468], [-0.5603, -6.7352, -0.2521], [0.0297, -5.8970, 0.6729], [0.6507, -6.4554, 1.8141], [0.4550, -7.7905, 2.1167], [-0.1196, -3.9649, 0.5706], [-1.0606, -3.7525, -1.1601], [-0.4471, -3.8181, -2.4133], [-1.1253, -3.2349, -3.4897], [-2.3887, -2.6502, -3.3625], [-3.0515, -2.6613, -2.1273], [-2.3413, -3.1443, -1.0075], [-2.6966, -2.8272, 0.3933], [-3.9815, -2.6376, 0.8365], [-4.1762, -2.6499, 2.2284], [-3.1155, -2.8802, 3.1414], [-1.8101, -2.9392, 2.6953], [-1.6294, -3.0352, 1.3281], [-0.5430, -9.5935, 1.5859], [-1.2541, -8.7387, -0.6475], [-0.8763, -6.3756, -1.2100], [1.3548, -5.8923, 2.4098], [0.8999, -8.2209, 3.0096], [0.5458, -4.2875, -2.5280], [-0.6676, -3.1858, -4.4697], [-2.7719, -2.1865, -4.2497], [-4.0651, -2.3295, -1.9858], [-4.8645, -2.5335, 0.1657], [-5.1736, -2.4873, 2.6217], [-3.3223, -2.9864, 4.2116], [-0.9655, -2.9600, 3.3698], [1.3127, -3.7331, 2.7195], [1.8216, -2.7684, 3.3731], [2.2609, -1.6558, 2.8873], [1.8920, -2.9764, 4.4738]],
  "charge": -1,
  "relative_energy_kj_mol": 274.9,
  "e_lumo_ha": [0.060, 0.060],
  "homo_ev": [-2.274, -2.445],
  "orbital_gap_ha": [0.1435, 0.1498]
}

3.
{
  "formula": "C26H39NOP2SiSn",
  "method": "the ωB97M-V functional and the def2-TZVPD basis",
  "symbols": ["Sn", "Si", "P", "N", "H", "C", "H", "H", "H", "C", "H", "H", "H", "C", "H", "H", "H", "C", "H", "H", "H", "H", "H", "C", "C", "C", "C", "C", "C", "H", "H", "H", "H", "H", "C", "O", "C", "H", "H", "H", "C", "H", "H", "H", "C", "P", "C", "C", "C", "C", "C", "C", "C", "C", "C", "C", "C", "C", "H", "H", "H", "H", "H", "H", "H", "H", "H", "H", "H", "H", "H"],
  "positions_angstrom": [[0.2901, 0.3068, 0.1335], [2.7155, 0.5322, -0.9742], [-0.1586, 0.5313, -2.6060], [-0.6770, -1.4763, -0.1986], [0.1670, 1.8629, 1.1848], [-1.9660, 0.6429, -2.8311], [-2.2011, 0.6866, -3.9054], [-2.3535, 1.5340, -2.3206], [-2.4264, -0.2445, -2.3775], [0.4420, 2.0212, -3.4776], [0.0607, 1.9985, -4.5080], [1.5384, 2.0416, -3.4893], [0.0723, 2.9231, -2.9698], [0.2620, -0.8850, -3.6810], [-0.0909, -0.6739, -4.7002], [-0.2338, -1.7846, -3.2940], [1.3447, -1.0485, -3.6820], [3.4526, 2.2472, -0.6437], [3.0290, 2.7179, 0.2537], [3.2885, 2.9005, -1.5121], [4.5358, 2.1199, -0.4995], [3.5979, -0.4512, -0.2787], [2.8453, 0.3086, -2.4430], [-0.4178, -2.7404, -0.4340], [-1.3117, -5.0531, -0.4777], [-1.5099, -3.6873, -0.3595], [0.8839, -3.3100, -0.7529], [1.0561, -4.6764, -0.9006], [-0.0271, -5.5557, -0.7504], [-2.1556, -5.7328, -0.3579], [-2.4906, -3.2663, -0.1395], [1.7264, -2.6159, -0.8485], [2.0486, -5.0728, -1.1341], [0.1290, -6.6333, -0.8493], [-1.0273, 2.5123, 0.6988], [-1.5248, 1.4684, -0.0432], [-1.9717, 2.8606, 1.8271], [-1.6107, 3.7014, 2.4304], [-2.1260, 2.0071, 2.4922], [-2.9485, 3.1321, 1.3880], [-0.5388, 3.7116, -0.1038], [-1.2380, 3.9253, -0.9219], [0.4570, 3.5529, -0.5278], [-0.4705, 4.5960, 0.5393], [3.1034, -0.5884, 2.7475], [1.3178, -0.4230, 2.5207], [0.5830, -2.0249, 2.9545], [1.3841, -3.1790, 3.0593], [0.7921, -4.4338, 3.1957], [-0.5984, -4.5568, 3.2582], [-1.3993, -3.4156, 3.1625], [-0.8183, -2.1608, 2.9881], [0.8228, 0.9054, 3.6668], [-0.3160, 0.8013, 4.4826], [-0.8024, 1.9350, 5.1351], [-0.1430, 3.1610, 5.0184], [1.0271, 3.2516, 4.2558], [1.5215, 2.1277, 3.5988], [3.5149, -1.2973, 2.0200], [3.2785, -0.9602, 3.7677], [3.6054, 0.3790, 2.6263], [2.4713, -3.0930, 3.0169], [1.4219, -5.3250, 3.2476], [-1.0593, -5.5407, 3.3661], [-2.4863, -3.5022, 3.1983], [-1.4574, -1.2886, 2.8424], [-0.8179, -0.1571, 4.5983], [-1.7135, 1.8624, 5.7320], [-0.5380, 4.0480, 5.5177], [1.5536, 4.2041, 4.1682], [2.4401, 2.2036, 3.0108]],
  "relative_energy_kj_mol": 0.0,
  "e_lumo_ha": -0.029,
  "homo_ev": -5.425,
  "orbital_gap_ha": 0.1699
}

4.
{
  "formula": "C8H16N3O",
  "method": "the ωB97M-V functional and the def2-TZVPD basis",
  "symbols": ["C", "C", "C", "C", "C", "C", "C", "C", "N", "N", "N", "O", "H", "H", "H", "H", "H", "H", "H", "H", "H", "H", "H", "H", "H", "H", "H", "H"],
  "positions_angstrom": [[1.6426, 1.3804, -0.6179], [1.7529, -0.6902, 0.4984], [-0.3571, -0.6837, -0.7277], [-2.5608, -1.0254, 0.2613], [-1.6005, 1.4439, -0.3542], [-0.8419, 0.0321, 1.7105], [1.5846, -2.0784, -1.3876], [-1.2979, -0.0018, 0.2631], [1.8965, 0.6303, 0.5125], [0.7874, -1.2054, -0.5557], [1.7221, 2.6863, -0.4909], [2.1618, -1.4334, 1.3215], [-0.9626, -0.8869, -1.5879], [-2.9469, -0.9943, 1.2414], [-2.2677, -2.0504, -0.1350], [-3.3263, -0.6511, -0.3663], [-2.6487, 1.4940, -0.3194], [-1.0864, 2.1027, 0.1929], [-1.4047, 1.4944, -1.4304], [-1.5603, 0.3508, 2.4269], [0.1123, 0.7054, 1.8553], [-0.6019, -1.0104, 2.1329], [1.0379, -2.4117, -2.2863], [2.5924, -1.5617, -1.6848], [1.7904, -2.9477, -0.6402], [2.5625, 0.9327, 1.2674], [1.7406, 3.1607, -1.4131], [2.0797, 3.2187, 0.3136]],
  "charge": 1,
  "relative_energy_kj_mol": 238.6,
  "e_lumo_ha": -0.139,
  "homo_ev": -12.951,
  "orbital_gap_ha": 0.3371
}

5.
{
  "formula": "C12H10I2P",
  "method": "the ωB97M-V functional and the def2-TZVPD basis",
  "symbols": ["C", "C", "C", "C", "C", "C", "C", "C", "C", "C", "C", "C", "P", "I", "I", "H", "H", "H", "H", "H", "H", "H", "H", "H", "H"],
  "positions_angstrom": [[4.4490, 0.0475, 0.8170], [-5.0221, -0.6063, 0.1076], [4.1139, -0.9719, -0.0515], [4.1314, 1.3642, 0.5432], [-4.5274, 0.3686, 0.9610], [-4.2136, -1.1485, -0.8803], [3.4346, -0.6886, -1.2545], [3.4500, 1.7031, -0.6437], [-3.2241, 0.8151, 0.8390], [-2.9091, -0.7112, -1.0116], [3.2045, 0.6168, -1.3730], [-2.4149, 0.2643, -0.1484], [-0.6622, 0.6829, -0.4282], [0.4228, -0.5324, 1.4070], [-0.4651, 3.0102, 0.2382], [4.9679, -0.1905, 1.7344], [-6.0405, -0.9451, 0.2121], [4.3534, -2.0045, 0.1541], [4.3923, 2.1677, 1.2154], [-5.1605, 0.7842, 1.7300], [-4.5964, -1.9040, -1.5480], [3.1656, -1.4663, -1.9467], [3.1877, 2.7206, -0.8772], [-2.8454, 1.5720, 1.5128], [-2.2704, -1.1210, -1.7832]],
  "charge": 1,
  "e_lumo_ha": [-0.179, -0.300],
  "homo_ev": [-11.009, -12.215],
  "s2": 2.023,
  "spin_multiplicity": 3,
  "orbital_gap_ha": [0.2255, 0.1489]
}

E? In order: -2384.364738, -5818.827695, -2330.448560, -553.595628, -1399.644103 a.u..